# 1
Density functional theory data (ωB97M-V/def2-TZVPD) for a structure of composition C23H44AlBr6ClNO4S in a non-equilibrium geometry.

Structure (ORCA input):
```
! wB97M-V def2-TZVPD RIJCOSX def2/J DEFGRID3
* xyz -1 1
C -0.40 -7.18 0.38
C -1.41 -6.03 0.62
N -0.70 -4.74 0.69
Al -0.44 -3.94 -1.02
C 1.19 -2.74 -0.88
C 1.46 -1.89 -2.15
C 2.49 -0.76 -1.98
C 2.21 0.18 -0.79
C 3.24 1.32 -0.64
C 3.04 1.97 0.76
C 2.88 3.50 0.57
C 2.74 4.20 1.92
O 4.01 4.25 2.61
C 4.29 5.48 3.11
C 4.54 5.56 4.61
O 4.36 6.44 2.45
C -1.98 -2.67 -1.51
C -3.06 -2.54 -0.40
C -2.73 -1.49 0.69
C -2.04 -0.20 0.20
S -3.05 0.98 -0.71
O -3.45 2.07 0.14
O -2.26 1.46 -1.80
Cl -4.76 0.15 -1.47
C -0.36 -5.35 -2.50
Br -2.11 -5.88 -3.25
C 0.71 -5.93 -2.97
C 2.08 -5.61 -2.42
Br 0.60 -7.29 -4.38
H -0.51 -7.96 1.14
H 0.60 -6.75 0.51
H -0.47 -7.58 -0.63
H -2.19 -6.03 -0.16
H -1.92 -6.21 1.58
H -1.20 -4.09 1.30
H 0.96 -2.03 -0.07
H 2.10 -3.26 -0.54
H 0.52 -1.51 -2.57
H 1.88 -2.58 -2.90
H 2.45 -0.14 -2.89
H 3.52 -1.13 -1.89
H 2.30 -0.43 0.12
H 1.18 0.56 -0.78
H 4.23 0.87 -0.74
H 3.02 2.05 -1.43
H 2.15 1.54 1.23
H 3.90 1.74 1.40
H 3.78 3.84 0.05
H 1.98 3.63 -0.03
H 2.06 3.61 2.55
H 2.31 5.19 1.78
H 3.95 6.40 4.98
H 4.30 4.64 5.13
H 5.59 5.82 4.77
H -1.56 -1.71 -1.85
H -2.49 -3.09 -2.39
H -3.10 -3.50 0.11
H -4.05 -2.42 -0.85
H -3.68 -1.22 1.17
H -2.08 -1.93 1.44
H -1.13 -0.41 -0.36
H -1.72 0.35 1.08
H 2.03 -5.31 -1.37
H 2.67 -6.53 -2.45
H 2.56 -4.88 -3.07
Br -5.18 1.86 4.06
C -3.82 3.18 4.51
C -2.68 3.15 3.54
Br -1.50 1.63 3.85
H -3.51 2.98 5.53
H -4.33 4.14 4.47
H -2.05 4.03 3.66
H -3.00 3.09 2.50
Br -0.32 4.49 -3.24
C -2.09 4.96 -2.59
C -2.90 5.65 -3.65
Br -2.35 7.51 -3.89
H -1.95 5.57 -1.70
H -2.55 4.01 -2.31
H -3.95 5.70 -3.35
H -2.83 5.17 -4.62
*
```

Values from the calculation:
Frontier orbital gap, Eh: 0.24590
Calculated total energy, a.u.: -17803.45320
ΔE to the lowest compared entry with this formula, charge and spin, kcal per mole: 17.5
LUMO level, eV: 1.797

The Mulliken scheme yields these atomic charges, measured in e:
1 C -1.106
2 C -0.216
3 N -0.170
4 Al -1.369
5 C -0.367
6 C -0.412
7 C -1.206
8 C 0.004
9 C -0.829
10 C -0.602
11 C -0.590
12 C -0.534
13 O -0.310
14 C 0.679
15 C -0.993
16 O -0.496
17 C -0.536
18 C -0.843
19 C -0.635
20 C 0.880
21 S 1.093
22 O -0.557
23 O -0.584
24 Cl -0.241
25 C 0.110
26 Br -0.217
27 C 0.472
28 C -1.012
29 Br -0.259
30 H 0.359
31 H 0.208
32 H 0.232
33 H 0.170
34 H 0.545
35 H 0.166
36 H 0.173
37 H 0.654
38 H 0.251
39 H 0.165
40 H 0.296
41 H 0.340
42 H 0.364
43 H 0.063
44 H 0.373
45 H 0.419
46 H 0.363
47 H 0.271
48 H 0.260
49 H 0.353
50 H 0.276
51 H 0.405
52 H 0.312
53 H 0.291
54 H 0.286
55 H 0.282
56 H 0.480
57 H 0.287
58 H 0.452
59 H 0.401
60 H 0.212
61 H -0.796
62 H 0.070
63 H 0.164
64 H 0.461
65 H 0.246
66 Br -0.139
67 C -0.606
68 C -0.419
69 Br -0.151
70 H 0.374
71 H 0.360
72 H 0.341
73 H 0.233
74 Br -0.127
75 C -0.238
76 C -0.590
77 Br -0.170
78 H 0.391
79 H -0.010
80 H 0.366
81 H 0.379

# 2
Density functional theory data (ωB97M-V/def2-TZVPD) for a cluster of 3 separate species, C23H44ClF6N2O11S3 in total in a non-equilibrium geometry.

Structure (ORCA input):
```
! wB97M-V def2-TZVPD RIJCOSX def2/J DEFGRID3
* xyz 1 1
C 1.50 0.59 2.53
C 0.71 -0.70 2.44
O 1.18 -1.54 1.36
N 0.34 -1.60 0.20
C 0.57 -0.31 -0.56
C 0.08 -0.28 -2.00
C -0.50 1.09 -2.32
F -0.89 1.10 -3.65
C -1.11 -1.95 0.49
C -2.16 -0.88 0.21
C -2.22 0.35 1.12
O -3.03 1.34 0.51
C -4.35 1.04 0.31
O -4.81 1.16 -0.79
C -5.15 0.60 1.51
C -6.51 1.31 1.55
C -1.44 -3.21 -0.33
C -2.08 -4.33 0.45
N -2.39 -5.45 -0.46
C -0.18 -3.63 -1.12
Cl -0.34 -3.53 -2.87
C 0.94 -2.77 -0.56
S 1.98 -3.96 0.39
O 1.34 -4.29 1.63
O 2.26 -4.98 -0.57
C 3.68 -3.23 0.75
F 3.69 -2.54 1.90
F 4.42 -4.33 0.90
C 4.30 -2.37 -0.39
F 5.60 -2.39 -0.31
F 3.92 -2.84 -1.57
F 3.88 -1.11 -0.28
H 1.64 0.88 3.57
H 2.46 0.49 2.03
H 0.97 1.41 2.05
H 0.82 -1.31 3.33
H -0.35 -0.49 2.35
H 0.12 0.49 0.02
H 1.64 -0.16 -0.52
H 0.91 -0.48 -2.68
H -0.68 -1.02 -2.22
H -1.39 1.28 -1.72
H 0.24 1.88 -2.17
H -1.21 -2.22 1.54
H -3.11 -1.40 0.34
H -2.15 -0.54 -0.82
H -1.26 0.83 1.27
H -2.59 0.08 2.11
H -4.58 0.81 2.41
H -5.28 -0.47 1.41
H -6.41 2.27 2.05
H -6.89 1.45 0.55
H -7.22 0.71 2.11
H -2.15 -2.88 -1.10
H -2.98 -3.97 0.94
H -1.37 -4.70 1.20
H -2.48 -5.12 -1.41
H -3.30 -5.85 -0.24
H 0.00 -4.68 -0.92
H 1.58 -2.45 -1.38
O 4.79 2.11 4.50
S 6.04 1.58 4.93
O 7.26 2.14 4.44
O 6.02 0.01 4.64
C 5.73 -0.38 3.28
C 6.89 -0.18 2.34
C 6.10 1.49 6.68
H 4.84 0.16 2.95
H 5.47 -1.43 3.35
H 7.14 0.88 2.22
H 6.64 -0.58 1.35
H 7.78 -0.69 2.71
H 5.19 1.04 7.05
H 6.20 2.51 7.04
H 6.98 0.91 6.97
O -2.05 5.76 -4.24
S -3.08 5.71 -5.24
O -4.40 6.15 -4.92
O -3.13 4.23 -5.82
C -3.30 3.16 -4.86
C -4.70 3.06 -4.31
C -2.54 6.50 -6.71
H -2.56 3.28 -4.07
H -3.04 2.26 -5.41
H -4.96 3.93 -3.71
H -4.78 2.18 -3.67
H -5.43 2.98 -5.11
H -1.54 6.15 -6.97
H -2.52 7.57 -6.50
H -3.25 6.29 -7.50
*
```

Values from the calculation:
Frontier orbital gap, Eh: 0.34791
Calculated total energy, a.u.: -4093.49845
LUMO level, eV: -2.688

The Mulliken scheme yields these atomic charges, measured in e:
1 C -1.312
2 C 0.072
3 O -0.403
4 N 1.046
5 C -1.372
6 C -0.705
7 C -0.366
8 F -0.337
9 C 0.310
10 C -1.098
11 C -1.162
12 O -0.361
13 C 0.661
14 O -0.540
15 C -0.211
16 C -1.332
17 C -0.743
18 C -1.004
19 N -0.547
20 C -0.460
21 Cl -0.088
22 C -1.550
23 S 1.400
24 O -0.666
25 O -0.695
26 C 0.754
27 F -0.167
28 F -0.260
29 C 0.546
30 F -0.243
31 F -0.267
32 F -0.209
33 H 0.492
34 H 0.140
35 H 0.345
36 H 0.586
37 H -0.013
38 H 0.504
39 H 1.176
40 H 0.457
41 H 0.123
42 H 0.117
43 H 0.415
44 H 0.700
45 H 0.911
46 H 0.119
47 H 0.342
48 H 0.326
49 H 0.319
50 H 0.314
51 H 0.345
52 H 0.334
53 H 0.380
54 H 0.917
55 H 0.369
56 H 0.334
57 H 0.260
58 H 0.308
59 H 0.784
60 H 0.910
61 O -0.637
62 S 1.294
63 O -0.623
64 O -0.345
65 C 0.103
66 C -1.028
67 C -0.954
68 H 0.021
69 H 0.204
70 H 0.333
71 H 0.278
72 H 0.321
73 H 0.313
74 H 0.387
75 H 0.334
76 O -0.656
77 S 1.298
78 O -0.622
79 O -0.303
80 C -0.313
81 C -0.992
82 C -0.936
83 H 0.313
84 H 0.254
85 H 0.305
86 H 0.333
87 H 0.303
88 H 0.314
89 H 0.375
90 H 0.321

# 3
Density functional theory data (ωB97M-V/def2-TZVPD) for a structure of composition C23H44F2N2O8PS2.

Structure (ORCA input):
```
! wB97M-V def2-TZVPD RIJCOSX def2/J DEFGRID3
* xyz -1 1
C -2.80 5.24 -6.85
C -1.53 4.90 -6.10
O -1.76 3.75 -5.31
C -0.73 3.51 -4.37
C -0.64 2.02 -4.12
O 0.19 1.76 -3.01
C -0.48 1.49 -1.80
C 0.53 0.95 -0.80
O 0.03 -0.26 -0.23
C 0.95 -0.91 0.63
P 0.11 -1.70 2.15
C -0.50 -2.68 3.71
N -1.86 -2.46 4.18
C -0.34 -0.05 2.89
C -1.67 0.55 2.42
C -1.92 2.01 2.86
C -1.35 2.34 4.23
C -1.43 3.01 1.82
C -1.06 -2.62 1.03
C -0.39 -3.66 0.13
C -1.45 -4.56 -0.50
O 0.67 -4.38 0.76
C 0.32 -5.56 1.46
C 1.50 -6.05 2.25
C 1.85 -7.39 2.18
C 2.91 -7.88 2.93
C 3.63 -7.03 3.74
C 3.30 -5.69 3.80
C 2.24 -5.20 3.06
H -3.08 4.45 -7.54
H -2.65 6.17 -7.41
H -3.62 5.40 -6.15
H -0.72 4.71 -6.81
H -1.22 5.74 -5.47
H -0.94 4.02 -3.43
H 0.23 3.88 -4.74
H -0.21 1.50 -4.98
H -1.65 1.62 -3.96
H -0.95 2.40 -1.42
H -1.26 0.73 -1.95
H 1.48 0.77 -1.32
H 0.71 1.67 0.00
H 1.48 -1.70 0.08
H 1.73 -0.22 0.98
H 1.41 -2.20 2.45
H 0.20 -2.47 4.52
H -0.37 -3.75 3.49
H -2.52 -2.35 3.42
H -1.93 -1.65 4.78
H -0.32 -0.16 3.97
H 0.47 0.63 2.61
H -1.70 0.50 1.33
H -2.50 -0.06 2.79
H -3.00 2.12 2.94
H -1.73 1.67 5.01
H -0.26 2.29 4.25
H -1.62 3.36 4.52
H -0.34 3.03 1.75
H -1.84 2.79 0.84
H -1.75 4.02 2.08
H -1.84 -3.12 1.62
H -1.55 -1.92 0.36
H 0.09 -3.13 -0.69
H -2.10 -5.01 0.26
H -0.99 -5.36 -1.08
H -2.07 -3.97 -1.15
H 0.03 -6.35 0.76
H -0.52 -5.37 2.13
H 1.30 -8.06 1.54
H 3.17 -8.93 2.87
H 4.47 -7.40 4.33
H 3.86 -5.01 4.43
H 2.00 -4.14 3.11
N 2.50 5.33 -3.11
S 3.91 5.89 -3.56
O 4.62 6.58 -2.53
O 3.95 6.43 -4.88
F 4.63 4.48 -3.68
S 1.36 6.37 -2.81
O 0.26 5.72 -2.17
O 1.08 7.28 -3.86
F 1.99 7.28 -1.66
*
```

Values from the calculation:
Frontier orbital gap, Eh: 0.28950
Calculated total energy, a.u.: -2951.64115
LUMO level, eV: 2.047

The Mulliken scheme yields these atomic charges, measured in e:
1 C -1.357
2 C 0.009
3 O -0.402
4 C -0.132
5 C -0.498
6 O -0.314
7 C -0.455
8 C -0.678
9 O 0.158
10 C -1.932
11 P 1.282
12 C -1.291
13 N -0.631
14 C -1.110
15 C -0.315
16 C 0.584
17 C -1.633
18 C -1.503
19 C -1.677
20 C 0.283
21 C -1.886
22 O -0.284
23 C -0.372
24 C 0.509
25 C -0.657
26 C -0.610
27 C -0.435
28 C -0.686
29 C 0.050
30 H 0.306
31 H 0.403
32 H 0.318
33 H 0.303
34 H 0.231
35 H 0.126
36 H 0.281
37 H 0.235
38 H 0.330
39 H 0.183
40 H 0.276
41 H 0.436
42 H 0.265
43 H 0.612
44 H 0.725
45 H -0.375
46 H 0.477
47 H 0.449
48 H 0.272
49 H 0.317
50 H 0.758
51 H 0.563
52 H -0.039
53 H 0.294
54 H 0.334
55 H 0.357
56 H 0.295
57 H 0.476
58 H 0.249
59 H 0.297
60 H 0.517
61 H 0.893
62 H 0.684
63 H 0.455
64 H 0.372
65 H 0.417
66 H 0.492
67 H 0.341
68 H 0.304
69 H 0.333
70 H 0.376
71 H 0.368
72 H 0.395
73 H 0.272
74 N -0.201
75 S 1.038
76 O -0.601
77 O -0.587
78 F -0.264
79 S 1.084
80 O -0.568
81 O -0.618
82 F -0.273

# 4
Density functional theory data (ωB97M-V/def2-TZVPD) for a cluster of 3 separate species, C23H44F3INO5 in total in a non-equilibrium geometry.

Structure (ORCA input):
```
! wB97M-V def2-TZVPD RIJCOSX def2/J DEFGRID3
* xyz 1 1
C 0.76 -1.58 5.90
C 1.47 -1.48 4.39
C 0.40 -1.80 3.19
I -1.49 -0.85 3.76
C 0.93 -1.47 1.68
C 0.28 -2.38 0.48
C -1.22 -2.97 0.77
O -2.31 -1.96 0.55
C -1.55 -4.18 -0.33
F -2.82 -4.82 0.19
F -0.54 -5.26 -0.34
F -1.83 -3.56 -1.65
C 2.56 -1.85 1.67
O 3.43 -0.70 1.97
C 3.47 0.22 0.81
C 4.27 1.62 1.07
C 3.52 2.43 2.29
C 2.86 3.84 1.71
C 1.23 3.88 2.05
C 3.54 5.10 2.58
C 1.93 0.43 0.29
N 0.86 -0.01 1.28
O -0.33 0.33 0.68
H 1.62 -1.93 6.65
H 0.37 -0.52 6.23
H -0.06 -2.43 5.96
H 2.00 -0.43 4.24
H 2.31 -2.33 4.41
H 0.21 -2.98 3.23
H 0.34 -1.85 -0.58
H 0.99 -3.34 0.37
H -1.38 -3.45 1.82
H -2.95 -2.02 1.32
H 2.84 -2.19 0.56
H 2.79 -2.81 2.34
H 4.05 -0.36 -0.05
H 4.25 2.22 0.04
H 5.40 1.35 1.30
H 4.32 2.69 3.12
H 2.69 1.77 2.84
H 3.04 4.02 0.57
H 0.73 4.91 1.78
H 1.08 3.59 3.19
H 0.71 3.03 1.42
H 4.60 5.37 2.16
H 3.66 4.70 3.69
H 2.84 6.07 2.54
H 1.78 1.60 0.12
H 1.79 -0.09 -0.75
H 0.92 0.56 2.15
H -0.47 1.33 0.72
C 0.28 0.78 -4.74
C -1.08 0.88 -4.10
C -0.81 0.35 -2.71
O 0.55 0.68 -2.40
C 1.20 1.13 -3.60
H 0.41 1.45 -5.60
H 0.46 -0.25 -5.08
H -1.39 1.93 -4.04
H -1.86 0.33 -4.62
H -0.90 -0.74 -2.67
H -1.47 0.79 -1.96
H 1.35 2.21 -3.51
H 2.18 0.64 -3.69
C -5.82 -1.64 -3.46
C -6.17 -0.32 -4.10
C -5.05 0.57 -3.61
O -3.90 -0.26 -3.43
C -4.31 -1.63 -3.51
H -6.26 -2.51 -3.96
H -6.15 -1.64 -2.41
H -6.12 -0.42 -5.19
H -7.16 0.05 -3.84
H -5.30 1.02 -2.64
H -4.82 1.38 -4.32
H -3.94 -2.03 -4.46
H -3.85 -2.20 -2.70
*
```

Values from the calculation:
Frontier orbital gap, Eh: 0.32168
Calculated total energy, a.u.: -1930.41664
ΔE to the lowest compared entry with this formula, charge and spin, kcal per mole: 173.4
LUMO level, eV: -2.555

The Mulliken scheme yields these atomic charges, measured in e:
1 C -1.150
2 C 0.193
3 C -1.647
4 I 0.106
5 C 1.322
6 C -0.829
7 C -0.153
8 O -0.456
9 C 0.590
10 F -0.285
11 F -0.262
12 F -0.187
13 C -1.049
14 O -0.363
15 C -0.131
16 C -1.081
17 C 0.071
18 C 0.065
19 C -0.794
20 C -1.168
21 C 0.014
22 N 0.237
23 O -0.156
24 H 0.360
25 H 0.331
26 H 0.306
27 H -0.025
28 H 0.283
29 H 0.584
30 H 0.031
31 H 0.543
32 H 0.347
33 H 0.303
34 H 0.441
35 H 0.321
36 H 0.316
37 H 0.364
38 H 0.382
39 H 0.465
40 H -0.305
41 H 0.309
42 H 0.408
43 H 0.229
44 H -0.102
45 H 0.311
46 H 0.320
47 H 0.321
48 H 0.222
49 H 0.026
50 H 0.687
51 H 0.372
52 C -0.752
53 C -0.289
54 C -0.302
55 O -0.125
56 C -0.606
57 H 0.374
58 H 0.277
59 H 0.260
60 H 0.163
61 H 0.067
62 H 0.234
63 H 0.360
64 H 0.297
65 C -0.584
66 C -0.609
67 C -0.455
68 O -0.266
69 C -0.159
70 H 0.362
71 H 0.246
72 H 0.266
73 H 0.350
74 H 0.276
75 H 0.288
76 H 0.263
77 H 0.029